Entry 1:
The following is a quantum chemistry calculation of a molecular structure, C50H48BaN5O2P2S4, from the OMol25 dataset.

Last column: Löwdin charge in e.
Atoms and positions in Å:
Ba1 2.210 -0.573 -0.358  1.38
S1 7.381 -0.626 -1.201  0.33
C1 5.770 -0.372 -0.906  -1.90
S2 5.098 -0.512 0.687  0.23
S3 4.699 0.073 -2.250  0.22
C2 -2.747 0.155 0.862  -0.32
N1 -2.346 1.289 1.695  -0.16
C3 -1.337 2.236 1.244  -0.33
P1 0.386 1.670 1.732  1.06
C4 1.223 3.293 1.753  -0.38
C5 0.929 4.284 0.821  -0.11
C6 1.661 5.465 0.788  -0.09
C7 2.695 5.672 1.686  -0.10
C8 2.991 4.692 2.627  -0.09
C9 2.262 3.515 2.662  -0.10
C10 0.148 1.393 3.527  -0.38
C11 -0.530 2.269 4.374  -0.09
C12 -0.682 1.972 5.717  -0.08
C13 -0.143 0.800 6.237  -0.09
C14 0.551 -0.068 5.409  -0.07
C15 0.696 0.228 4.058  -0.10
C16 -3.293 1.684 2.651  -0.26
C17 -3.865 0.715 3.484  -0.02
C18 -4.794 1.061 4.448  -0.09
C19 -5.181 2.385 4.617  -0.11
C20 -4.629 3.351 3.792  -0.10
C21 -3.705 3.009 2.814  -0.04
P2 -1.658 -0.271 -0.577  1.08
C22 -2.175 0.901 -1.884  -0.40
C23 -3.224 1.811 -1.772  -0.10
C24 -3.522 2.678 -2.815  -0.09
C25 -2.782 2.635 -3.989  -0.09
C26 -1.737 1.730 -4.110  -0.08
C27 -1.429 0.878 -3.061  -0.10
C28 -2.621 -1.765 -1.056  -0.36
C29 -3.497 -1.812 -2.140  -0.08
C30 -4.147 -2.995 -2.470  -0.09
C31 -3.939 -4.142 -1.719  -0.10
C32 -3.072 -4.105 -0.635  -0.08
C33 -2.410 -2.930 -0.312  -0.10
H1 -3.784 0.276 0.519  0.10
H2 -2.732 -0.775 1.439  0.07
H3 -1.505 3.201 1.718  0.07
H4 -1.362 2.412 0.166  0.06
H5 0.146 4.131 0.088  0.10
H6 1.422 6.221 0.050  0.10
H7 3.269 6.590 1.655  0.10
H8 3.799 4.843 3.334  0.10
H9 2.508 2.755 3.394  0.11
H10 -0.948 3.191 3.983  0.11
H11 -1.225 2.652 6.362  0.10
H12 -0.261 0.571 7.289  0.10
H13 0.978 -0.982 5.803  0.11
H14 1.219 -0.462 3.406  0.08
H15 -3.543 -0.315 3.395  0.11
H16 -5.204 0.290 5.089  0.10
H17 -5.901 2.657 5.378  0.09
H18 -4.924 4.388 3.896  0.10
H19 -3.314 3.788 2.172  0.10
H20 -3.814 1.861 -0.863  0.10
H21 -4.333 3.387 -2.709  0.10
H22 -3.014 3.311 -4.803  0.10
H23 -1.140 1.704 -5.013  0.10
H24 -0.584 0.204 -3.143  0.09
H25 -3.666 -0.924 -2.735  0.10
H26 -4.821 -3.017 -3.318  0.10
H27 -4.448 -5.062 -1.977  0.10
H28 -2.895 -4.995 -0.043  0.11
H29 -1.708 -2.922 0.516  0.07
C34 2.654 3.866 -3.827  -0.06
O1 1.666 3.069 -3.182  -0.02
C35 1.904 2.565 -1.952  -0.60
O2 1.035 1.890 -1.429  -0.07
N2 3.088 2.910 -1.381  0.01
N3 3.428 2.206 -0.208  -0.03
H30 2.192 4.228 -4.741  0.09
H31 3.535 3.274 -4.085  0.10
H32 2.940 4.716 -3.206  0.09
H33 3.864 3.064 -2.011  0.11
H34 3.885 2.841 0.436  0.09
H35 4.119 1.497 -0.487  -0.10
S4 0.748 -4.882 2.393  0.96
C36 -0.393 -3.739 2.945  -0.46
C37 -0.226 -2.538 2.316  -0.33
C38 0.822 -2.459 1.338  -0.31
C39 1.444 -3.685 1.298  -0.54
C40 2.609 -4.089 0.510  -0.32
C41 3.313 -5.273 0.787  -0.05
C42 4.424 -5.592 0.031  -0.07
C43 4.837 -4.733 -0.978  -0.06
C44 4.103 -3.578 -1.180  -0.15
N4 3.015 -3.281 -0.474  -0.01
H36 -1.124 -3.998 3.698  0.05
H37 -0.868 -1.694 2.563  0.07
H38 3.007 -5.916 1.600  0.07
H39 4.980 -6.498 0.242  0.10
H40 5.721 -4.927 -1.569  0.10
H41 4.400 -2.842 -1.924  0.08
C45 -0.199 -4.674 -5.551  -0.05
C46 0.335 -3.685 -4.556  -0.26
C47 -0.211 -3.571 -3.284  0.00
C48 0.328 -2.658 -2.394  -0.17
N5 1.335 -1.842 -2.705  -0.06
C49 1.876 -1.961 -3.919  -0.14
C50 1.417 -2.861 -4.864  -0.02
H42 -1.149 -5.089 -5.218  0.07
H43 0.505 -5.498 -5.683  0.08
H44 -0.345 -4.208 -6.526  0.08
H45 -1.050 -4.184 -2.974  0.11
H46 -0.040 -2.595 -1.375  0.06
H47 2.721 -1.308 -4.119  0.08
H48 1.900 -2.917 -5.831  0.11

Results
E_LUMO = 2.052 eV
relative energy (zero: lowest compared OMol25 entry of this formula, charge and spin) = 0.00 kJ/mol
Kohn-Sham gap = 0.2011 Eh
net charge = -1
HOMO = -3.42 eV

Entry 2:
The following is a quantum chemistry calculation of a molecular structure, C50H49Br2CrN6O5PSTe2, from the OMol25 dataset.

Last column: Löwdin charge in e.
Atoms and positions in Å:
Cr1 -0.033 -0.843 0.591  0.50
C1 -2.650 -1.120 2.602  -0.04
O1 -1.551 -0.299 2.177  -0.19
C2 -1.560 1.017 2.566  -0.22
C3 -2.290 1.528 3.618  -0.04
C4 -2.175 2.887 3.906  -0.67
Br1 -3.150 3.584 5.366  0.77
C5 -1.366 3.725 3.169  -0.06
C6 -0.644 3.209 2.091  -0.06
C7 -0.747 1.858 1.812  -0.18
O2 -0.074 1.245 0.776  -0.11
C8 0.267 4.094 1.334  -0.27
N1 0.836 5.144 1.850  0.19
C9 1.636 5.647 0.828  -0.22
C10 2.482 6.756 0.825  -0.02
C11 3.186 7.021 -0.330  -0.09
C12 3.069 6.199 -1.466  -0.08
C13 2.241 5.097 -1.480  0.00
C14 1.531 4.847 -0.309  -0.18
N2 0.653 3.832 0.038  0.16
H1 -2.564 -1.322 3.671  0.11
H2 -2.565 -2.042 2.037  0.05
H3 -3.588 -0.609 2.381  0.11
H4 -2.929 0.895 4.217  0.11
H5 -1.270 4.775 3.406  0.11
H6 0.721 1.726 0.489  0.11
H7 2.575 7.377 1.705  0.11
H8 3.856 7.869 -0.361  0.10
H9 3.662 6.421 -2.342  0.08
H10 2.175 4.448 -2.344  0.11
H11 0.149 3.255 -0.629  0.09
C15 5.577 5.812 -6.248  -0.07
C16 4.842 4.835 -5.362  -0.74
O3 4.507 5.088 -4.240  0.03
S1 4.551 3.264 -6.176  1.02
C17 3.751 2.354 -4.892  -0.55
C18 4.459 1.908 -3.779  -0.08
C19 3.817 1.186 -2.791  -0.02
C20 2.454 0.892 -2.895  -0.25
C21 1.757 1.328 -4.021  -0.04
C22 2.398 2.056 -5.010  -0.09
C23 1.774 0.169 -1.857  -0.14
C24 1.184 -0.461 -0.996  -0.09
H12 6.593 5.920 -5.867  0.09
H13 5.082 6.779 -6.178  0.09
H14 5.622 5.485 -7.285  0.06
H15 5.515 2.124 -3.694  0.11
H16 4.366 0.832 -1.928  0.12
H17 0.706 1.084 -4.120  0.10
H18 1.850 2.391 -5.881  0.10
Br2 -1.384 -8.922 0.860  0.75
C25 -1.361 -7.193 1.623  -0.68
C26 -2.157 -6.923 2.726  -0.20
N3 -2.187 -5.730 3.311  0.09
C27 -1.446 -4.766 2.773  -0.08
C28 -0.631 -4.943 1.663  -0.11
C29 -0.566 -6.200 1.086  -0.05
C30 0.190 -3.810 1.096  -0.59
O4 1.358 -3.989 0.797  0.07
O5 -0.505 -2.736 0.931  -0.24
H19 -2.786 -7.698 3.146  0.10
H20 -1.478 -3.801 3.262  0.11
H21 0.077 -6.384 0.236  0.13
Te1 -2.616 -1.979 -1.173  1.42
C31 -3.554 -3.671 -0.357  -0.52
C32 -4.470 -3.556 0.684  -0.15
C33 -5.053 -4.692 1.233  -0.08
C34 -4.718 -5.947 0.746  -0.09
C35 -3.804 -6.067 -0.291  -0.09
C36 -3.223 -4.933 -0.843  -0.13
C37 -4.177 -1.475 -2.490  -0.55
C38 -3.904 -1.357 -3.850  -0.16
C39 -4.907 -0.975 -4.733  -0.10
C40 -6.187 -0.717 -4.265  -0.09
C41 -6.464 -0.838 -2.911  -0.09
C42 -5.461 -1.208 -2.024  -0.14
H22 -4.726 -2.579 1.077  0.08
H23 -5.758 -4.596 2.048  0.11
H24 -5.164 -6.832 1.180  0.11
H25 -3.534 -7.046 -0.666  0.09
H26 -2.501 -5.030 -1.643  0.10
H27 -2.909 -1.567 -4.219  0.09
H28 -4.687 -0.890 -5.789  0.11
H29 -6.968 -0.423 -4.954  0.10
H30 -7.461 -0.641 -2.541  0.10
H31 -5.686 -1.297 -0.969  0.09
C43 -3.440 1.852 -0.586  -0.42
Te2 -2.001 1.629 -2.135  1.17
C44 -3.301 2.348 -3.641  -0.45
H32 -3.471 2.877 -0.228  0.01
H33 -3.180 1.170 0.221  -0.03
H34 -4.401 1.555 -1.003  0.00
H35 -4.133 1.653 -3.725  -0.02
H36 -2.757 2.385 -4.580  0.00
H37 -3.642 3.344 -3.375  0.00
C45 4.100 -1.312 4.930  -0.20
N4 3.488 -2.462 4.272  -0.15
C46 4.298 -2.825 3.108  -0.18
N5 4.524 -1.721 2.178  -0.15
C47 5.103 -0.599 2.906  -0.19
N6 4.311 -0.157 4.057  -0.15
C48 3.038 0.431 3.639  -0.33
P1 1.964 -0.758 2.701  1.04
C49 2.107 -2.177 3.889  -0.32
C50 3.281 -1.337 1.510  -0.32
H38 5.077 -1.622 5.309  0.12
H39 3.479 -1.010 5.776  0.12
H40 3.810 -3.642 2.575  0.13
H41 5.269 -3.164 3.474  0.13
H42 5.234 0.242 2.222  0.13
H43 6.085 -0.901 3.278  0.12
H44 3.225 1.311 3.017  0.09
H45 2.498 0.776 4.525  0.09
H46 1.671 -3.067 3.427  0.08
H47 1.526 -1.952 4.788  0.09
H48 3.473 -0.537 0.792  0.08
H49 2.882 -2.187 0.946  0.07

Results
E_LUMO (spin up / spin down) = -0.087 / -0.088 eV
relative energy (zero: lowest compared OMol25 entry of this formula, charge and spin) = 16.29 kJ/mol
spin multiplicity = 5
Kohn-Sham gap (spin up / spin down) = 0.2791 / 0.2929 Eh
HOMO (spin up / spin down) = -7.68 / -8.06 eV

Entry 3:
The following is a quantum chemistry calculation of a molecular structure, C50H49CrN3O2P2, from the OMol25 dataset.

Last column: Löwdin charge in e.
Atoms and positions in Å:
Cr1 0.900 0.109 0.270  0.47
O1 1.216 0.281 2.310  -0.21
C1 2.470 0.808 2.833  -0.17
C2 3.438 -0.322 3.100  -0.13
C3 3.605 -1.272 1.909  -0.13
C4 4.076 -0.591 0.657  -0.27
C5 5.428 -0.565 0.337  0.01
C6 5.854 0.075 -0.811  -0.02
C7 4.909 0.677 -1.627  -0.03
C8 3.585 0.613 -1.249  -0.13
N1 3.159 0.004 -0.130  0.05
H1 0.775 -0.257 2.979  0.10
H2 2.247 1.397 3.722  0.13
H3 2.822 1.491 2.059  0.12
H4 3.097 -0.906 3.959  0.13
H5 4.397 0.117 3.387  0.13
H6 2.654 -1.773 1.713  0.08
H7 4.314 -2.055 2.179  0.13
H8 6.133 -1.059 0.991  0.13
H9 6.904 0.096 -1.070  0.12
H10 5.187 1.184 -2.539  0.12
H11 2.819 1.071 -1.861  0.09
C9 -6.033 -0.193 -0.490  -0.01
C10 -4.894 -0.139 0.538  -0.43
C11 -5.480 -0.144 1.963  0.00
C12 -3.994 -1.353 0.386  -0.09
C13 -4.544 -2.632 0.351  0.01
C14 -3.761 -3.774 0.320  -0.04
C15 -2.386 -3.646 0.321  -0.08
C16 -1.790 -2.387 0.329  -0.27
P1 0.015 -2.276 0.348  1.08
C17 0.479 -3.359 1.734  -0.37
C18 0.097 -2.938 3.011  -0.11
C19 0.395 -3.697 4.129  -0.06
C20 1.088 -4.893 3.984  -0.06
C21 1.455 -5.329 2.720  -0.05
C22 1.144 -4.571 1.597  -0.07
C23 0.600 -3.116 -1.154  -0.37
C24 1.977 -3.294 -1.302  -0.11
C25 2.489 -3.906 -2.434  -0.06
C26 1.630 -4.333 -3.441  -0.07
C27 0.264 -4.130 -3.315  -0.07
C28 -0.252 -3.521 -2.176  -0.08
C29 -2.609 -1.254 0.367  -0.17
O2 -1.966 -0.030 0.432  -0.04
C30 -2.695 1.140 0.337  -0.17
C31 -1.967 2.332 0.259  -0.27
C32 -2.659 3.541 0.241  -0.08
C33 -4.040 3.565 0.251  -0.04
C34 -4.730 2.367 0.306  0.00
C35 -4.085 1.134 0.361  -0.09
P2 -0.159 2.385 0.295  1.09
C36 0.201 3.460 1.721  -0.35
C37 -0.293 3.051 2.961  -0.11
C38 -0.052 3.804 4.096  -0.07
C39 0.694 4.975 4.007  -0.06
C40 1.178 5.392 2.779  -0.06
C41 0.929 4.642 1.634  -0.07
C42 0.364 3.304 -1.187  -0.36
C43 1.727 3.571 -1.334  -0.14
C44 2.207 4.207 -2.467  -0.06
C45 1.329 4.570 -3.483  -0.06
C46 -0.022 4.295 -3.354  -0.07
C47 -0.505 3.666 -2.212  -0.09
H12 -6.647 -1.080 -0.350  0.08
H13 -5.645 -0.200 -1.509  0.10
H14 -6.700 0.661 -0.384  0.08
H15 -6.073 -1.044 2.128  0.09
H16 -6.126 0.721 2.112  0.09
H17 -4.688 -0.113 2.711  0.10
H18 -5.619 -2.741 0.378  0.12
H19 -4.223 -4.751 0.313  0.12
H20 -1.762 -4.532 0.320  0.12
H21 -0.508 -2.041 3.128  0.11
H22 0.074 -3.369 5.109  0.11
H23 1.325 -5.490 4.853  0.12
H24 1.976 -6.269 2.602  0.12
H25 1.432 -4.933 0.617  0.10
H26 2.657 -2.968 -0.521  0.10
H27 3.556 -4.061 -2.527  0.11
H28 2.027 -4.826 -4.318  0.11
H29 -0.408 -4.463 -4.094  0.11
H30 -1.322 -3.384 -2.083  0.10
H31 -2.103 4.471 0.227  0.12
H32 -4.575 4.504 0.233  0.12
H33 -5.811 2.394 0.339  0.12
H34 -0.896 2.152 3.036  0.11
H35 -0.453 3.488 5.050  0.11
H36 0.882 5.565 4.893  0.11
H37 1.742 6.311 2.701  0.11
H38 1.295 4.999 0.682  0.10
H39 2.423 3.294 -0.549  0.11
H40 3.262 4.430 -2.555  0.11
H41 1.700 5.075 -4.365  0.11
H42 -0.711 4.585 -4.136  0.11
H43 -1.564 3.465 -2.124  0.10
C48 0.877 -0.786 -4.998  0.00
N2 0.058 0.049 -4.110  -0.15
C49 -1.007 0.874 -4.690  0.00
C50 0.290 0.069 -2.836  -0.19
N3 0.507 0.082 -1.696  0.11
H44 1.431 -0.147 -5.684  0.10
H45 0.222 -1.452 -5.558  0.10
H46 1.562 -1.380 -4.400  0.09
H47 -0.573 1.551 -5.426  0.10
H48 -1.478 1.456 -3.902  0.08
H49 -1.744 0.228 -5.166  0.10

Results
E_LUMO (spin up / spin down) = -4.161 / -4.447 eV
relative energy (zero: lowest compared OMol25 entry of this formula, charge and spin) = 6.79 kJ/mol
spin multiplicity = 5
Kohn-Sham gap (spin up / spin down) = 0.3194 / 0.3141 Eh
net charge = +2
HOMO (spin up / spin down) = -12.85 / -12.99 eV

Entry 4:
The following is a quantum chemistry calculation of 10 unconnected molecules or ions with the total composition C50H50N10 at a distorted geometry, from the OMol25 dataset.

Last column: Löwdin charge in e.
Atoms and positions in Å:
C1 -1.845 1.830 6.128  -0.06
C2 -1.712 2.110 4.752  -0.06
C3 -1.122 3.310 4.403  -0.17
N1 -0.592 4.168 5.256  0.07
C4 -0.739 3.881 6.573  -0.16
C5 -1.225 2.702 7.042  -0.09
H1 -2.305 0.887 6.444  0.11
H2 -1.984 1.441 3.937  0.06
H3 -1.085 3.557 3.400  0.07
H4 -0.312 4.602 7.293  0.11
H5 -1.196 2.409 8.076  0.10
C6 5.292 2.113 -1.034  -0.07
C7 4.956 1.199 -0.007  -0.05
C8 3.675 0.654 -0.042  -0.13
N2 2.732 0.960 -0.968  0.08
C9 3.092 1.850 -1.880  -0.21
C10 4.295 2.492 -1.899  -0.10
H6 6.348 2.421 -1.123  0.12
H7 5.736 0.966 0.660  0.08
H8 3.424 -0.083 0.680  0.06
H9 2.331 1.994 -2.675  0.12
H10 4.454 3.308 -2.612  0.11
C11 -4.434 1.123 -3.007  -0.09
C12 -4.145 0.934 -1.672  -0.07
C13 -4.740 -0.169 -1.051  -0.17
N3 -5.581 -0.962 -1.672  0.04
C14 -5.759 -0.917 -3.026  -0.14
C15 -5.197 0.167 -3.666  -0.10
H11 -4.054 1.994 -3.584  0.12
H12 -3.524 1.717 -1.155  0.10
H13 -4.642 -0.280 0.057  0.11
H14 -6.315 -1.716 -3.499  0.10
H15 -5.375 0.231 -4.757  0.11
C16 -0.908 0.164 -5.053  -0.08
C17 -0.222 1.367 -5.132  -0.10
C18 0.484 1.681 -6.272  -0.16
N4 0.606 0.823 -7.312  0.06
C19 0.043 -0.347 -7.114  -0.21
C20 -0.713 -0.767 -6.050  -0.09
H16 -1.428 -0.146 -4.133  0.11
H17 -0.278 2.078 -4.295  0.10
H18 0.944 2.698 -6.407  0.12
H19 0.238 -1.081 -7.919  0.12
H20 -0.955 -1.793 -6.093  0.08
C21 -3.836 -4.684 -1.949  -0.10
C22 -3.284 -5.947 -1.915  -0.07
C23 -2.042 -6.217 -2.623  -0.12
N5 -1.502 -5.258 -3.369  0.02
C24 -2.024 -4.055 -3.464  -0.14
C25 -3.191 -3.700 -2.705  -0.04
H21 -4.695 -4.499 -1.291  0.11
H22 -3.832 -6.723 -1.377  0.10
H23 -1.524 -7.209 -2.625  0.11
H24 -1.539 -3.339 -4.088  0.07
H25 -3.635 -2.720 -2.761  0.07
C26 2.299 4.472 1.329  -0.05
C27 1.542 4.396 0.159  -0.11
C28 0.370 5.000 0.073  -0.22
N6 -0.172 5.802 0.992  0.08
C29 0.528 5.958 2.145  -0.13
C30 1.750 5.286 2.333  -0.07
H26 3.237 3.911 1.449  0.11
H27 1.994 3.849 -0.714  0.10
H28 -0.146 4.878 -0.835  0.09
H29 0.163 6.568 2.933  0.09
H30 2.194 5.466 3.297  0.09
C31 0.668 -0.272 4.479  -0.07
C32 -0.123 -1.309 5.101  -0.09
C33 -0.079 -1.517 6.445  -0.18
N7 0.724 -0.833 7.293  0.05
C34 1.447 0.159 6.748  -0.14
C35 1.444 0.522 5.339  -0.05
H31 0.533 0.058 3.460  0.09
H32 -0.778 -1.884 4.456  0.09
H33 -0.679 -2.368 6.855  0.12
H34 2.005 0.775 7.434  0.09
H35 2.026 1.391 5.023  0.10
C36 2.974 -2.096 -2.891  -0.07
C37 3.366 -1.274 -3.959  -0.09
C38 2.718 -1.448 -5.146  -0.15
N8 1.794 -2.440 -5.411  0.06
C39 1.450 -3.218 -4.406  -0.17
C40 2.029 -3.075 -3.142  -0.08
H36 3.267 -1.990 -1.857  0.09
H37 4.068 -0.426 -3.860  0.11
H38 2.857 -0.676 -5.987  0.13
H39 0.636 -3.961 -4.510  0.09
H40 1.723 -3.753 -2.386  0.09
C41 1.656 -4.161 3.485  -0.06
C42 0.903 -3.917 2.336  -0.07
C43 1.260 -2.885 1.474  -0.14
N9 2.298 -2.041 1.717  0.07
C44 3.005 -2.246 2.787  -0.20
C45 2.793 -3.305 3.673  -0.05
H41 1.484 -4.948 4.182  0.09
H42 0.123 -4.598 2.038  0.10
H43 0.758 -2.797 0.564  0.07
H44 3.691 -1.489 3.126  0.10
H45 3.220 -3.345 4.725  0.12
C46 -0.530 0.238 -0.124  -0.07
C47 -0.773 1.574 -0.312  -0.09
C48 -1.665 2.167 0.542  -0.19
N10 -2.269 1.566 1.566  0.08
C49 -1.981 0.232 1.728  -0.16
C50 -1.193 -0.478 0.869  -0.08
H46 0.172 -0.272 -0.760  0.09
H47 -0.380 2.181 -1.120  0.10
H48 -2.060 3.160 0.261  0.12
H49 -2.457 -0.234 2.580  0.10
H50 -1.046 -1.572 0.998  0.10

Results
E_LUMO = 0.344 eV
relative energy (zero: lowest compared OMol25 entry of this formula, charge and spin) = 281.52 kJ/mol
SMILES string = c1ccncc1.c1ccncc1.c1ccncc1.c1ccncc1.c1ccncc1.c1ccncc1.c1ccncc1.c1ccncc1.c1ccncc1.c1ccncc1
Kohn-Sham gap = 0.3557 Eh
HOMO = -9.33 eV